{
  "formula": "C8H19N8O4PPtS",
  "method": "the ωB97M-V functional and the def2-TZVPD basis",
  "species": ["Pt", "N", "N", "C", "N", "N", "N", "O", "O", "H", "H", "H", "H", "H", "S", "C", "C", "C", "C", "C", "N", "H", "H", "H", "H", "N", "C", "P", "O", "O", "C", "N", "H", "H", "H", "H", "H", "H", "H", "H", "H", "H"],
  "xyz": [[-0.986373, -0.410201, 0.803418], [-3.924088, -1.464015, 0.921979], [-4.225539, -1.826191, -0.388902], [-3.234294, -2.056235, -1.249019], [-3.477919, -2.433222, -2.495039], [-1.994581, -1.858865, -0.749374], [-0.919473, -2.328866, -1.295325], [0.129186, -2.082436, -0.658316], [-0.897577, -2.984108, -2.311063], [-3.888072, -2.270784, 1.542063], [-4.576632, -0.778228, 1.287336], [-5.193814, -1.918661, -0.695346], [-4.420377, -2.528454, -2.841047], [-2.708238, -2.684013, -3.107043], [-2.260640, 0.490211, 2.557207], [-0.730454, 1.083050, 3.133472], [-0.533082, 1.923575, 4.223839], [0.751347, 2.383367, 4.459342], [1.786622, 1.972968, 3.626701], [1.503024, 1.106473, 2.582568], [0.276039, 0.674209, 2.344342], [-1.363554, 2.216164, 4.846442], [0.947076, 3.058643, 5.277177], [2.793600, 2.321195, 3.786354], [2.273256, 0.757956, 1.912318], [2.518914, -2.002523, -1.748606], [2.746050, -0.783974, -0.954310], [1.532632, 0.450779, -1.698891], [1.273289, -0.022474, -3.071459], [0.370074, 0.814838, -0.801349], [2.449486, 2.117079, -1.729560], [1.312547, 3.054900, -1.809120], [2.361413, -1.692755, -2.730573], [1.583527, -2.373756, -1.413617], [3.258040, -2.709403, -1.683706], [3.766461, -0.418304, -1.074104], [2.529828, -0.975369, 0.095279], [3.105435, 2.207592, -2.592549], [3.019160, 2.300105, -0.821544], [0.574425, 2.562764, -1.231353], [0.972943, 3.102864, -2.776661], [1.500330, 4.004105, -1.471958]],
  "atomic_forces_ev_per_a": [[0.671, 0.573, 2.131], [-0.265, -0.096, 0.317], [-0.311, 0.060, -0.062], [-0.170, -0.081, -0.472], [-0.005, -0.013, -0.013], [-0.049, 1.638, 2.082], [0.389, -0.862, -0.986], [0.043, 0.457, 0.483], [0.058, -0.244, -0.438], [-0.120, 0.059, -0.212], [-0.014, -0.068, -0.298], [0.363, -0.037, 0.127], [0.001, -0.038, 0.065], [-0.165, 0.070, 0.234], [0.436, -0.789, -0.992], [-0.189, 0.233, 0.254], [0.338, -0.011, -0.097], [-0.286, -0.199, -0.106], [-0.055, -0.260, -0.297], [0.751, 0.280, -0.012], [-2.287, -0.747, -1.118], [-0.100, 0.025, -0.001], [0.015, 0.052, 0.103], [0.120, -0.056, -0.020], [0.142, -0.028, -0.038], [-0.292, -0.543, -0.321], [-0.428, 0.944, 0.059], [0.505, 0.757, 0.544], [0.228, -0.414, -0.472], [0.619, 0.045, -0.141], [0.293, -1.183, -0.133], [-0.565, 0.293, 0.021], [0.032, -0.239, 0.202], [0.658, -0.059, -0.401], [-0.189, 0.204, -0.004], [-0.032, -0.119, -0.013], [0.089, -0.051, -0.030], [-0.082, 0.096, -0.015], [-0.099, 0.033, 0.084], [0.009, 0.419, -0.159], [-0.041, 0.118, 0.232], [-0.015, -0.218, -0.088]],
  "nbo_charge": [0.81, -0.64, -0.38, 0.64, -0.74, -0.45, 0.64, -0.52, -0.38, 0.39, 0.40, 0.41, 0.43, 0.46, 0.01, 0.05, -0.25, -0.11, -0.27, 0.06, -0.47, 0.25, 0.25, 0.25, 0.20, -0.72, -0.60, 2.12, -1.12, -1.19, -0.60, -0.70, 0.47, 0.47, 0.44, 0.25, 0.25, 0.26, 0.24, 0.48, 0.45, 0.45],
  "homo_ev": -13.25,
  "e_lumo_ev": -6.335,
  "total_charge": 2,
  "molar_mass_g_mol": 549.411,
  "e_above_lowest_kj_mol": 158.1,
  "e_tot_ev": -52069.4237
}

***

{
  "formula": "C8H19NSi",
  "method": "the ωB97M-V functional and the def2-TZVPD basis",
  "species": ["C", "C", "Si", "N", "C", "C", "H", "H", "H", "H", "H", "H", "H", "H", "H", "H", "H", "C", "C", "C", "C", "H", "H", "H", "H", "H", "H", "H", "H"],
  "xyz": [[-2.584466, -3.258952, 1.209468], [-1.326727, -2.512106, 1.387618], [-1.186513, -0.805880, 1.730163], [0.382381, -0.207656, 2.002197], [1.538653, -0.698687, 1.362424], [0.668471, 0.983622, 2.759653], [-3.394634, -2.634369, 1.364660], [-2.604222, -3.574939, 0.187592], [-2.835915, -4.175388, 1.831496], [-0.368240, -3.042779, 1.440830], [-2.257842, 0.236397, 2.097323], [1.630640, -1.752374, 1.113306], [1.627113, -0.268011, 0.403760], [2.467416, -0.439387, 1.924823], [1.468131, 1.611954, 2.333897], [-0.317598, 1.493639, 3.019709], [1.041295, 0.661880, 3.674316], [1.894527, 0.674776, -2.551069], [0.432733, 0.773165, -2.752332], [-0.420345, 1.609808, -2.130833], [-0.098287, 2.486512, -1.017289], [2.366056, 0.409220, -3.443597], [2.159721, -0.117782, -1.929282], [2.293708, 1.547801, -2.127090], [0.062183, 0.178882, -3.631979], [-1.473967, 1.457077, -2.318120], [-0.652049, 3.412635, -1.160118], [-0.388045, 1.833309, -0.124147], [0.950815, 2.514713, -0.773592]],
  "atomic_forces_ev_per_a": [[0.429, -2.021, -0.040], [0.837, 1.613, 1.464], [-0.215, -1.143, 0.334], [-0.924, 0.447, -0.045], [2.049, -0.743, -0.062], [-1.878, 0.778, -0.220], [-1.824, 1.360, 0.153], [-0.478, -0.547, -0.792], [0.966, 0.955, -0.376], [-0.359, 0.083, -0.264], [0.711, -0.788, -0.390], [-0.606, -0.413, 0.640], [0.399, 0.982, -1.379], [-0.673, -0.206, -0.204], [-0.788, 0.140, -0.328], [1.441, -0.058, -0.617], [0.896, -0.395, 2.075], [-1.135, 0.288, -0.057], [-1.374, 0.292, -1.238], [0.774, -2.196, -1.348], [-0.379, -1.536, 1.890], [0.891, 0.075, -1.670], [0.231, -1.505, 1.480], [0.760, 1.280, 0.403], [0.051, 0.381, 1.216], [-0.167, 0.316, -0.383], [0.363, 0.189, 0.837], [-0.562, 1.446, -0.517], [0.562, 0.927, -0.561]],
  "nbo_charge": [-0.63, -0.92, 1.38, -0.86, -0.40, -0.39, 0.20, 0.20, 0.20, 0.23, -0.16, 0.21, 0.18, 0.19, 0.19, 0.20, 0.18, -0.66, -0.18, -0.19, -0.66, 0.22, 0.21, 0.21, 0.20, 0.20, 0.23, 0.22, 0.21],
  "homo_ev": -7.11,
  "e_lumo_ev": 0.852,
  "smiles": "C/C=[SiH]/N(C)C.C/C=C\\C",
  "total_charge": 0,
  "molar_mass_g_mol": 157.333,
  "e_above_lowest_kj_mol": 459.4,
  "e_tot_ev": -17968.3765
}

***

{
  "formula": "C8H20AgO5S",
  "method": "the ωB97M-V functional and the def2-TZVPD basis",
  "species": ["Ag", "C", "C", "O", "H", "H", "H", "H", "H", "C", "C", "O", "H", "H", "H", "H", "H", "O", "C", "C", "O", "H", "H", "H", "H", "C", "S", "O", "C", "H", "H", "H", "H", "H", "H"],
  "xyz": [[1.548018, 2.649370, 5.629568], [-0.926735, 0.560268, 6.953785], [0.142842, -0.479508, 6.588105], [1.234727, 0.258842, 6.147298], [-1.339652, 1.150337, 6.135602], [-0.570737, 1.134650, 7.809037], [-1.717414, -0.098638, 7.312622], [-0.157083, -1.183622, 5.811978], [0.367573, -1.197060, 7.377224], [4.081940, 4.298362, 5.429050], [4.638946, 3.001976, 4.843033], [3.610758, 2.171157, 4.397372], [4.427029, 4.358236, 6.461248], [2.998906, 4.397156, 5.355727], [4.431790, 5.143167, 4.835761], [5.385986, 2.485081, 5.445404], [5.165577, 3.236386, 3.917941], [0.651458, 6.692827, 8.459559], [0.856736, 5.456334, 9.166776], [1.009081, 4.135349, 8.289836], [0.076667, 4.040852, 7.179938], [-0.115223, 5.396657, 9.656508], [1.723149, 5.457517, 9.828145], [0.758530, 3.362372, 9.016349], [1.953578, 3.900868, 7.798860], [-1.090969, 1.608419, 0.879242], [-0.800294, 1.930287, 2.627646], [0.587061, 1.491503, 3.107026], [-0.661551, 3.769673, 2.602331], [-1.893377, 2.211654, 0.454570], [-1.400440, 0.574642, 0.725438], [-0.225270, 1.774261, 0.238032], [-0.514460, 4.298869, 3.543829], [-1.524004, 4.175403, 2.073513], [0.139955, 4.097125, 1.940156]],
  "atomic_forces_ev_per_a": [[0.074, -1.230, 0.002], [-0.569, -2.238, 0.864], [1.722, 2.937, -1.658], [0.177, -0.652, 0.426], [0.565, 0.093, -0.012], [-0.010, 0.374, -0.384], [-1.110, 0.167, 0.443], [-0.911, -0.234, -0.858], [0.057, 0.026, 1.276], [1.111, 0.232, 0.244], [-2.186, -0.837, -2.210], [-0.288, 0.298, 1.066], [-0.272, 0.575, 0.233], [-0.135, -0.477, 0.193], [0.379, 0.385, 0.213], [0.171, -0.042, 0.952], [0.922, 0.660, -0.388], [1.242, -2.168, 1.161], [-0.676, 2.551, -2.176], [-3.146, -0.594, -3.443], [1.729, 0.147, 1.863], [0.018, -0.771, 0.441], [0.098, 0.300, 0.382], [0.266, -0.335, 0.425], [0.850, 0.813, 0.947], [0.305, 0.086, -1.166], [2.186, 0.450, 2.463], [-2.401, 0.305, -1.613], [-0.256, 0.319, -1.604], [-0.171, 0.274, 0.420], [0.130, -0.105, 0.460], [0.323, 0.091, 0.259], [-0.171, -0.835, 0.353], [-0.557, -0.048, 0.328], [0.532, -0.515, 0.101]],
  "mulliken_spin": [0.00, 0.00, 0.00, 0.00, 0.00, 0.00, 0.00, 0.00, 0.00, 0.00, 0.00, 0.00, 0.00, 0.00, 0.00, 0.00, 0.00, 0.74, 0.06, 0.06, 0.15, 0.02, -0.01, -0.01, 0.00, 0.00, 0.00, 0.00, 0.00, 0.00, 0.00, 0.00, 0.00, 0.00, 0.00],
  "homo_ev": [0.15, 0.19],
  "e_lumo_ev": [4.292, 4.292],
  "spin_multiplicity": 2,
  "total_charge": -2,
  "s2": 0.760,
  "molar_mass_g_mol": 336.178,
  "e_tot_ev": -33683.0798
}